Below is an isolated molecule of C4H8ClNS at a distorted geometry, with properties calculated with wB97M-V/def2-TZVPD.

Last column: natural (NBO) charge in e.
Cartesian coordinates (Å):
H1 -1.428 -2.884 -1.435  0.3739
N1 -0.903 -2.185 -0.899  -0.6596
C1 -1.090 -2.213 0.297  0.2577
Cl1 -2.033 -3.030 1.490  0.0396
S1 0.098 -0.699 1.330  0.0370
C2 0.249 0.500 -0.096  -0.2929
C3 -0.475 1.770 0.286  -0.6311
C4 1.741 0.671 -0.315  -0.6307
H2 -0.264 0.075 -0.896  0.2191
H3 -1.526 1.325 0.144  0.2167
H4 -0.324 1.855 1.324  0.2065
H5 -0.192 2.701 -0.063  0.2177
H6 2.148 1.005 0.652  0.2109
H7 2.007 1.468 -1.089  0.2069
H8 1.989 -0.356 -0.729  0.2283

The LUMO energy comes out at 0.31 eV. As for the structure (SMILES): [H]/N=C(\Cl)SC(C)C. The value obtained for the strongest force on any atom is 0.108 Eh/bohr. For the highest occupied orbital energy, the calculation gives -0.3251 hartree. For the HOMO-LUMO gap, the calculation gives 9.155 eV. Its spin multiplicity is 1. For the relative energy (zero: lowest compared OMol25 entry of this formula, charge and spin), the calculation gives 168.88 kJ/mol.

Below is a structure of composition C14H20FeN6O5S2Se at a distorted geometry, with properties calculated with wB97M-V/def2-TZVPD.

Last column: natural (NBO) charge in e.
Cartesian coordinates (Å):
Fe1 0.189 0.399 -0.423  1.4118
N1 2.739 0.093 -0.104  -0.7129
N2 3.291 0.867 -1.149  -0.4393
C1 2.842 2.126 -1.300  0.2756
N3 3.357 2.871 -2.300  -0.7856
S1 1.825 2.808 -0.170  -0.2534
H1 3.317 0.205 0.731  0.3705
H2 2.768 -0.902 -0.409  0.4272
H3 3.685 0.355 -1.932  0.4019
H4 3.863 2.447 -3.057  0.3895
H5 2.967 3.788 -2.428  0.4199
C2 -2.520 3.178 -0.593  -0.7095
C3 -1.979 2.137 -1.533  0.7321
O1 -0.767 1.954 -1.657  -0.7307
N4 -2.870 1.426 -2.253  -0.5704
C4 -2.466 0.185 -2.882  -0.2768
C5 -2.435 -0.947 -1.876  0.2279
C6 -2.658 -2.261 -2.259  -0.2500
C7 -2.644 -3.251 -1.291  -0.0972
C8 -2.492 -2.881 0.035  -0.2609
C9 -2.244 -1.551 0.319  0.0885
N5 -2.187 -0.604 -0.612  -0.5508
H6 -1.860 4.041 -0.593  0.2513
H7 -2.493 2.757 0.412  0.2572
H8 -3.536 3.471 -0.832  0.2168
H9 -3.849 1.516 -2.025  0.4000
H10 -1.448 0.319 -3.260  0.2602
H11 -3.142 -0.051 -3.708  0.2154
H12 -2.793 -2.497 -3.303  0.2200
H13 -2.746 -4.291 -1.559  0.2244
H14 -2.502 -3.616 0.824  0.2222
H15 -2.088 -1.215 1.335  0.2079
O2 0.596 -0.871 -2.177  -1.1635
Se1 0.946 -2.190 -1.270  2.8238
O3 0.212 -3.489 -1.756  -1.0476
O4 0.445 -1.734 0.257  -1.1986
O5 2.539 -2.361 -1.189  -1.0937
S2 -0.609 1.152 1.960  -0.2929
C10 0.483 0.427 3.008  0.0914
N6 1.103 -0.733 2.663  -0.5122
C11 1.981 -1.355 3.465  0.0732
C12 2.284 -0.863 4.701  -0.2956
C13 1.660 0.335 5.112  -0.1252
C14 0.782 0.968 4.281  -0.2485
H16 0.875 -1.161 1.739  0.4813
H17 2.423 -2.259 3.077  0.2298
H18 2.975 -1.382 5.345  0.2323
H19 1.886 0.750 6.082  0.2244
H20 0.295 1.889 4.556  0.2389

The LUMO energy (spin up / spin down) comes out at 0.09 / 0.07 eV. As for the expectation value of S²: 6.008. The value obtained for the strongest force on any atom is 0.036 Eh/bohr. For the highest occupied orbital energy (spin up / spin down), the calculation gives -0.2923 / -0.2947 hartree. For the HOMO-LUMO gap (spin up / spin down), the calculation gives 8.041 / 8.085 eV. Its spin multiplicity is 5. For the relative energy (zero: lowest compared OMol25 entry of this formula, charge and spin), the calculation gives 0.00 kJ/mol.

Below is a cluster of 3 separate species, C24H46BN4O11 in total at a distorted geometry, with properties calculated with wB97M-V/def2-TZVPD.

Last column: Löwdin charge in e.
Cartesian coordinates (Å):
C1 2.025 -2.647 -3.516  -0.0464
C2 1.929 -2.512 -2.004  -0.4563
N1 2.430 -3.393 -1.234  0.1431
C3 1.269 -1.266 -1.505  -0.0352
B1 0.357 -1.320 -0.119  -0.7495
C4 0.760 -0.039 0.827  -0.0662
C5 2.258 0.021 1.207  -0.1326
C6 2.844 1.401 1.020  -0.4603
N2 4.034 1.561 0.222  0.0916
O1 2.335 2.388 1.524  0.0627
O2 0.167 -2.616 0.547  0.0523
C7 -1.078 -2.541 1.110  -0.2614
N3 -1.485 -3.796 1.763  0.0806
C8 -0.341 -4.523 2.219  -0.4272
C9 0.273 -5.401 1.175  0.0222
O3 0.094 -4.463 3.349  0.0910
C10 -2.494 -3.603 2.786  -0.3971
C11 -2.182 -2.838 4.047  0.0078
O4 -3.594 -4.103 2.626  0.1101
C12 -2.010 -1.848 0.064  -0.2145
N4 -2.734 -2.632 -0.950  0.0918
C13 -2.171 -3.899 -1.293  -0.4295
C14 -1.015 -3.891 -2.250  0.0277
O5 -2.648 -4.948 -0.890  0.1051
C15 -4.137 -2.685 -0.769  -0.4504
C16 -4.883 -2.969 -2.040  0.0130
O6 -4.709 -2.446 0.276  0.0980
O7 -1.091 -1.014 -0.560  -0.0154
H1 2.041 -1.659 -3.961  0.0720
H2 2.914 -3.205 -3.782  0.0657
H3 1.171 -3.184 -3.918  0.0642
H4 2.841 -4.124 -1.811  0.0403
H5 0.610 -0.919 -2.295  0.0897
H6 2.074 -0.530 -1.451  0.0977
H7 0.192 -0.003 1.754  0.0932
H8 0.503 0.879 0.309  0.0989
H9 2.843 -0.673 0.609  0.0968
H10 2.420 -0.216 2.253  0.1215
H11 3.923 1.125 -0.681  0.0657
H12 4.843 1.176 0.685  0.0754
H13 -1.042 -1.781 1.907  0.1376
H14 -0.293 -6.319 1.081  0.0912
H15 1.292 -5.626 1.455  0.0843
H16 0.277 -4.850 0.247  0.0515
H17 -1.683 -1.895 3.878  0.0771
H18 -1.506 -3.449 4.633  0.0742
H19 -3.101 -2.735 4.602  0.0794
H20 -2.696 -1.211 0.610  0.1583
H21 -1.193 -4.680 -2.969  0.0909
H22 -0.099 -4.122 -1.723  0.0676
H23 -0.959 -2.931 -2.744  0.0785
H24 -4.955 -2.056 -2.621  0.0797
H25 -4.350 -3.684 -2.656  0.0764
H26 -5.872 -3.345 -1.827  0.0819
C17 3.378 5.078 2.490  -0.0962
O8 2.919 6.246 3.176  -0.1953
C18 2.786 6.057 4.570  -0.2177
C19 3.955 6.641 5.334  -0.2112
O9 5.169 5.962 5.056  -0.1912
C20 5.982 6.631 4.113  -0.1188
H27 3.682 5.384 1.490  0.0912
H28 4.236 4.628 2.995  0.0849
H29 2.583 4.341 2.399  0.0584
H30 2.669 4.995 4.807  0.1287
H31 1.873 6.576 4.883  0.1225
H32 3.766 6.536 6.407  0.1214
H33 4.054 7.709 5.110  0.1221
H34 6.469 7.500 4.573  0.0845
H35 5.407 6.956 3.244  0.0833
H36 6.750 5.932 3.785  0.0874
C21 -2.071 0.553 -2.896  -0.0890
O10 -1.858 1.101 -4.200  -0.1891
C22 -2.947 0.908 -5.076  -0.2197
C23 -3.803 2.152 -5.197  -0.2129
O11 -4.455 2.468 -3.979  -0.1917
C24 -3.803 3.485 -3.240  -0.1128
H37 -1.308 0.949 -2.233  0.0875
H38 -3.054 0.825 -2.504  0.0895
H39 -1.976 -0.533 -2.916  0.0731
H40 -3.558 0.058 -4.755  0.1220
H41 -2.533 0.674 -6.064  0.1217
H42 -4.584 1.975 -5.944  0.1208
H43 -3.193 2.994 -5.539  0.1229
H44 -3.984 4.466 -3.696  0.0848
H45 -2.727 3.309 -3.174  0.0848
H46 -4.221 3.482 -2.236  0.0895

The LUMO energy comes out at 2.56 eV. The value obtained for the strongest force on any atom is 0.034 Eh/bohr. For the highest occupied orbital energy, the calculation gives -0.2053 hartree. Its total charge is -1. For the HOMO-LUMO gap, the calculation gives 8.143 eV. Its spin multiplicity is 1. For the relative energy (zero: lowest compared OMol25 entry of this formula, charge and spin), the calculation gives 45.12 kJ/mol.

Below is a cluster of 2 separate species, C5H13N2 in total at a distorted geometry, with properties calculated with wB97M-V/def2-TZVPD.

Last column: natural (NBO) charge in e.
Cartesian coordinates (Å):
C1 1.240 1.893 0.387  0.4316
C2 -0.608 0.354 -0.929  -0.5194
C3 0.300 -2.015 -0.652  -0.6495
C4 -2.200 -1.553 -0.310  -0.6468
C5 -0.850 -0.952 -0.636  0.1153
N1 1.991 0.911 0.927  -0.7189
N2 0.509 2.544 1.266  -0.7177
H1 1.413 2.169 -0.637  0.2546
H2 -1.491 1.060 -0.973  0.2093
H3 -0.067 3.369 1.400  0.4608
H4 0.240 0.699 -1.404  0.1744
H5 0.200 -2.599 -1.549  0.2409
H6 0.162 -2.754 0.102  0.2274
H7 1.348 -1.539 -0.467  0.1857
H8 -2.942 -0.823 -0.462  0.2232
H9 -2.262 -2.352 -1.192  0.2365
H10 -2.190 -1.950 0.702  0.2332
H11 2.576 0.385 0.276  0.4413
H12 2.039 0.885 1.929  0.4204
H13 0.593 2.268 2.221  0.3977

The LUMO energy comes out at -3.98 eV. The value obtained for the strongest force on any atom is 0.082 Eh/bohr. For the highest occupied orbital energy, the calculation gives -0.4678 hartree. Its total charge is +1. For the HOMO-LUMO gap, the calculation gives 8.752 eV. Its spin multiplicity is 1. For the relative energy (zero: lowest compared OMol25 entry of this formula, charge and spin), the calculation gives 283.51 kJ/mol.

no.,calculated total energy (eV)
1,-29123.260
2,-155424.559
3,-54794.203
4,-8367.872